# CH4N2O2

A 2-piece molecular cluster, CH4N2O2 overall (ωB97M-V/def2-TZVPD, the OMol25 dataset).

Last column: natural (NBO) charge in e.
Cartesian coordinates (Å):
C -0.468 -0.027 -1.053  -0.138
N 0.308 0.015 1.046  -0.726
N 0.430 -1.066 -1.435  0.459
O 1.571 -0.843 -1.773  -0.388
O -0.049 -2.143 -1.674  -0.363
H -1.579 -0.446 -0.822  0.262
H -0.231 1.006 -1.207  0.229
H -0.223 0.907 1.115  0.325
H 1.294 0.340 0.857  0.340

Atoms 1-6, force components in eV/Å:
-1.898 -1.240 5.046
-0.693 0.953 -2.769
0.340 -0.303 -2.794
1.118 1.578 0.873
-1.557 -1.419 0.824
3.107 1.271 -0.835

The energy above the lowest of the compared OMol25 structures with the same formula, charge and spin comes out at 6.200 eV. As for the charge: 0. The lowest unoccupied orbital energy (alpha / beta) comes out at -1.320 / -1.575 eV. The frontier orbital gap (alpha / beta) comes out at 0.3380 / 0.3403 Ha. As for the spin multiplicity: 1. The electronic energy comes out at -8170.486 eV.